This record from the Open Molecules 2025 dataset describes a gas-phase ion, C4H9N2O (charge +1) at a distorted geometry. The level of theory is ωB97M-V/def2-TZVPD.

Element x y z (Å)
C (-1.76595, -0.19675, -0.03253)
C (0.49815, -0.21009, -1.29060)
C (-0.48522, 0.52979, -0.27509)
C (1.15450, -0.79122, -0.05667)
N (-2.67906, 0.63309, 0.51615)
N (2.27982, -0.06843, 0.60409)
O (-1.91360, -1.40628, -0.19882)
H (-0.19935, -0.86850, -1.79500)
H (0.94124, 0.46143, -1.96905)
H (-0.13431, 1.51332, -0.02305)
H (0.60441, -1.44121, 0.68429)
H (-2.55440, 1.47898, 1.09770)
H (-3.59509, 0.11541, 0.61892)
H (2.41877, 0.84000, 0.00123)
H (3.13874, -0.71578, 0.58453)
H (2.29134, 0.12624, 1.53390)

Atoms 1-2, force components in eV/Å:
1.17 0.08 1.79
-2.88 0.10 2.12

calculated total energy = -9311.511 eV
M = 101.1 g mol⁻¹
orbital gap = 8.8 eV
energy relative to the best compared isomer or geometry (same formula, charge and spin) = 103.9 kcal per mole
2S+1 = 1
total charge = +1

Atomic partial charges in e from the Mulliken method, atoms 1 to 8: 0.469 -0.651 -0.222 -0.423 -0.417 -0.267 -0.569 0.355